No. 1
DFT (wB97M-V/def2-TZVPD) results for a 4-piece molecular cluster, C12H25ClN7O5S overall at a distorted geometry.

Each line ends with the Löwdin charge.
CARTESIAN COORDINATES (ANGSTROEM)
1 H -1.30467 -2.88924 -0.40277  0.092
2 H 1.53861 -2.15379 1.26692  0.180
3 S -2.59266 -1.29802 0.74957  0.361
4 C 1.43989 1.52480 1.56652  0.024
5 C -4.04023 1.92962 -4.56976  -0.685
6 C 1.85471 -0.59506 2.51820  -0.021
7 C -2.05852 -2.17414 -0.72422  -0.256
8 N -2.71929 2.30131 -4.50725  0.144
9 N 1.52147 -1.14487 1.34067  0.152
10 H -4.09199 1.55351 -2.50671  0.069
11 C 1.81054 0.75161 2.66402  -0.020
12 H 0.03178 -0.86712 8.20963  0.102
13 H -0.46932 0.41348 -1.65576  0.063
14 H -2.18689 2.32189 -3.65967  0.079
15 H 0.80648 1.51948 -0.48367  0.118
16 H -2.95862 -2.75106 -0.94539  0.113
17 H -2.43039 -0.64645 -2.15707  0.090
18 C 3.63950 0.88667 -2.78278  -0.658
19 C 0.37273 -0.35138 6.21638  -0.660
20 C 1.10078 0.91840 0.36352  -0.014
21 O -4.00169 -1.45053 0.88266  -0.318
22 H -1.30802 -1.57867 6.40545  0.101
23 H 1.70463 -1.33967 -1.52214  0.119
24 H 2.14439 -1.23745 3.33699  0.146
25 H 5.49372 0.02531 -3.21351  0.102
26 H 5.17861 2.29454 -2.67798  0.102
27 N 4.50585 -0.11242 -3.11075  0.163
28 O -4.66596 1.92756 -5.60792  0.044
29 H 4.12268 -1.02097 -3.29038  0.105
30 H 0.50697 -2.25948 -0.64286  0.108
31 H 1.38895 2.60376 1.64946  0.130
32 N 4.19697 2.11240 -2.58591  0.164
33 H 1.38923 0.15554 7.89512  0.110
34 C -0.28451 -0.63002 -1.88926  -0.190
35 C -1.64435 -1.37950 -1.95961  -0.206
36 H 0.13907 -0.61764 -2.89258  0.112
37 C 1.12169 -0.44980 0.25444  -0.197
38 O -1.73685 -1.65798 1.84076  -0.352
39 H -1.66164 -2.04619 -2.82207  0.126
40 C 0.76663 -1.25149 -0.96426  -0.111
41 O 1.08868 0.27612 5.44092  -0.002
42 H -2.28428 2.58210 -5.36595  0.102
43 H 2.05966 1.20236 3.61151  0.108
44 H 3.58122 2.87153 -2.36350  0.106
45 Cl -2.31772 0.68560 0.36867  0.472
46 O 2.43091 0.69582 -2.67761  0.008
47 N 0.60469 -0.36869 7.55530  0.164
48 H -0.92022 -1.05244 4.80756  0.094
49 N -0.70635 -1.06725 5.78775  0.165
50 N -4.59642 1.55710 -3.37153  0.147
51 H -5.56047 1.28082 -3.37915  0.105

Output
relative energy (zero: lowest compared OMol25 entry of this formula, charge and spin) = 0.0 kcal/mol
net charge = +1
HOMO = -11.7 eV
energy = -56872.65727 eV



No. 2
DFT (wB97M-V/def2-TZVPD) results for C7H13NOS as an isolated structure at a distorted geometry.

Each line ends with the Löwdin charge.
CARTESIAN COORDINATES (ANGSTROEM)
1 C 1.51084 -1.40999 -2.54968  -0.869
2 H -1.12322 -1.04449 1.22694  0.179
3 O -3.07882 2.19179 3.45664  -0.081
4 H -0.59712 2.31273 3.46368  0.109
5 H -0.10200 1.57155 -0.19660  0.120
6 H -3.98717 2.19447 3.06827  0.099
7 H 1.46752 0.85100 0.10408  0.125
8 N 0.39333 -1.37766 -2.09077  -0.005
9 C -0.22544 -0.67406 0.08367  -0.208
10 C -0.84434 1.92353 2.47673  -0.273
11 H -1.75498 -1.43179 -1.64539  0.131
12 C 0.22891 0.86018 2.13042  -0.195
13 H -2.55288 1.74363 1.35043  0.135
14 C -0.77053 -0.85140 -1.44316  -0.220
15 C 0.35239 0.73768 0.50969  -0.242
16 H 0.76623 -1.64223 0.12786  0.184
17 S 2.81238 -1.84916 -3.15576  0.748
18 H -0.10008 -0.13990 2.50430  0.074
19 C -2.24304 1.53031 2.47046  -0.326
20 H -0.84073 2.79174 1.78615  0.119
21 H 1.17029 1.22477 2.76840  0.140
22 H -2.44432 0.30827 2.44997  0.141
23 H -1.07513 0.25888 -1.60240  0.116

Output
relative energy (zero: lowest compared OMol25 entry of this formula, charge and spin) = 125.5 kcal/mol
net charge = 0
HOMO = -9.0 eV
energy = -21836.97104 eV



No. 3
DFT (wB97M-V/def2-TZVPD) results for one molecule with the formula C4H8O at a distorted geometry.

Each line ends with the Löwdin charge.
CARTESIAN COORDINATES (ANGSTROEM)
1 H 1.57243 -0.78623 -1.11583  0.100
2 C 0.49810 -0.89177 -0.87454  -0.169
3 H 0.77256 1.24756 0.80590  0.135
4 H -1.34688 0.39909 -1.17093  0.126
5 C -0.23261 0.47032 -0.94482  -0.141
6 C 0.27450 -0.92278 0.71219  -0.100
7 H 0.23424 1.31347 -1.52129  0.107
8 H 0.03424 -1.72080 -1.44916  0.098
9 H 1.10395 -1.32221 1.32055  0.107
10 C -0.05425 0.57110 0.60832  -0.454
11 H -0.67711 -1.39732 0.87691  0.100
12 O -1.13451 1.01743 1.34527  -0.043
13 H -1.04466 2.02214 1.40745  0.134

Output
relative energy (zero: lowest compared OMol25 entry of this formula, charge and spin) = 27.7 kcal/mol
net charge = 0
SMILES = OC1CCC1
HOMO = -9.7 eV
energy = -6323.96854 eV



No. 4
DFT (wB97M-V/def2-TZVPD) results for a 2-piece molecular cluster, C5H11NO overall at a distorted geometry.

Each line ends with the Löwdin charge.
CARTESIAN COORDINATES (ANGSTROEM)
1 H 1.99579 -2.08291 1.16962  0.102
2 H -3.83521 -0.08444 0.44387  0.046
3 H 1.11408 2.64689 -0.22554  0.019
4 H -1.07130 0.07340 -1.90458  0.076
5 C -1.78345 -0.82957 0.65233  -0.112
6 N -0.33850 -0.01479 -1.24387  0.112
7 H 0.52971 0.00754 -1.69717  0.077
8 C 0.58775 -0.66608 0.82839  -0.171
9 H 2.57789 -0.39581 0.97084  0.031
10 C -2.80717 -0.11119 0.14484  0.026
11 H -2.52078 0.58648 -0.66017  0.056
12 H 2.25926 -1.29808 -0.46270  0.066
13 O 1.97894 2.59080 -0.62156  -0.070
14 C 1.97070 -1.12377 0.55744  -0.111
15 H 2.24141 1.68442 -0.30444  0.039
16 H 0.31910 -0.52738 1.86348  0.092
17 C -0.50062 -0.52585 0.00650  -0.399
18 H -1.87514 -1.69416 1.34935  0.121

Output
relative energy (zero: lowest compared OMol25 entry of this formula, charge and spin) = 72.1 kcal/mol
net charge = 0
SMILES = C=C/C(N)=C/C.O
HOMO = -7.3 eV
energy = -8898.56922 eV



No. 5
DFT (wB97M-V/def2-TZVPD) results for a 2-piece molecular cluster, CH2NO2 overall at a distorted geometry.

Each line ends with the Löwdin charge.
CARTESIAN COORDINATES (ANGSTROEM)
1 N 0.25877 0.36123 -1.06255  -0.059
2 H -0.99783 0.04866 0.15763  -0.008
3 C 1.46713 0.24452 -0.61980  -0.525
4 O -1.71329 0.00872 0.97072  -0.238
5 O 2.75115 0.31430 -0.53662  -0.177
6 H -1.76593 -0.97744 1.09062  0.006

Output
relative energy (zero: lowest compared OMol25 entry of this formula, charge and spin) = 24.6 kcal/mol
net charge = -1
HOMO = -4.2 eV
energy = -6655.31167 eV



No. 6
DFT (wB97M-V/def2-TZVPD) results for one molecule with the formula C2H8N2Si at a distorted geometry.

Each line ends with the Löwdin charge.
CARTESIAN COORDINATES (ANGSTROEM)
1 H -1.63928 1.19082 0.35027  0.069
2 C -0.84758 0.43930 0.55209  -0.430
3 H -0.35212 -1.99511 0.80321  -0.092
4 H -0.69757 -1.57135 -1.42147  -0.097
5 N 0.27957 0.97715 -0.02480  -0.196
6 H 0.55735 1.54825 -0.82524  0.128
7 H 3.41102 0.95530 0.62566  0.036
8 H 2.40680 1.91221 -0.65657  0.077
9 N 1.43022 0.65305 0.60878  -0.070
10 H -0.53748 0.43871 1.66525  0.103
11 Si -1.29330 -1.34916 -0.09729  0.657
12 H -2.63027 -1.97074 -0.14297  -0.107
13 C 2.49818 1.12903 0.14512  -0.078

Output
relative energy (zero: lowest compared OMol25 entry of this formula, charge and spin) = 28.1 kcal/mol
net charge = 0
SMILES = C=NNC[SiH3]
HOMO = -8.0 eV
energy = -13058.34173 eV



No. 7
DFT (wB97M-V/def2-TZVPD) results for a 2-piece molecular cluster, C2H4FN overall at a distorted geometry.

Each line ends with the Löwdin charge.
CARTESIAN COORDINATES (ANGSTROEM)
1 C -0.57982 0.06140 0.26300  -0.452
2 C 0.74098 0.32035 -0.35367  -0.102
3 N 0.30079 -1.02612 0.15185  0.053
4 F -1.81329 0.10302 -0.22052  0.034
5 H 0.93645 0.39164 -1.45203  0.123
6 H -0.91667 0.93476 2.01461  0.160
7 H 1.42406 0.82618 0.21690  0.056
8 H -0.09249 -1.61123 -0.62014  0.128

Output
relative energy (zero: lowest compared OMol25 entry of this formula, charge and spin) = 110.5 kcal/mol
net charge = 0
HOMO (spin up / spin down) = -9.1 / -9.1 eV
energy = -6341.20699 eV



No. 8
DFT (wB97M-V/def2-TZVPD) results for one molecule with the formula C5H8O.

Each line ends with the Löwdin charge.
CARTESIAN COORDINATES (ANGSTROEM)
1 H 1.46873 1.16803 1.69853  0.061
2 H 1.26133 2.34523 0.27436  0.063
3 C 0.75826 0.28063 -0.10878  -0.599
4 H -2.95954 -1.00204 0.42795  0.101
5 H 0.32484 -1.85542 -0.04783  0.118
6 H -0.37042 1.40129 -1.68803  0.083
7 C -1.20590 -0.37079 0.51675  -0.108
8 H 0.60515 -1.14235 1.57051  0.114
9 C 0.22180 -0.94446 0.56370  -0.187
10 O -2.07107 -1.38625 0.41379  -0.003
11 C -0.22603 0.42228 -1.23013  0.008
12 H 1.33257 0.17618 -1.15085  0.196
13 H -0.31516 -0.42884 -1.90844  0.083
14 C 1.17546 1.33651 0.66847  0.071

Output
relative energy (zero: lowest compared OMol25 entry of this formula, charge and spin) = 162.5 kcal/mol
net charge = 0
HOMO (spin up / spin down) = -7.3 / -7.4 eV
energy = -7355.20768 eV



No. 9
DFT (wB97M-V/def2-TZVPD) results for one molecule with the formula C9H14FNSi at a distorted geometry.

Each line ends with the Löwdin charge.
CARTESIAN COORDINATES (ANGSTROEM)
1 C 0.15712 2.15144 0.96970  -0.092
2 H -2.04862 0.45769 1.10479  0.032
3 C 0.99368 0.10558 -0.01214  -0.225
4 H -0.45344 1.89045 3.03894  0.097
5 H -1.35194 -0.43989 -2.77766  0.005
6 H -2.20586 0.96555 -0.41911  0.020
7 H 1.95111 3.46629 -0.79285  0.140
8 C -0.63036 -1.11968 -2.41665  -0.160
9 C 0.07838 1.61733 2.15951  -0.112
10 H -0.16982 3.11593 0.91228  0.086
11 H -0.69906 -2.10022 -2.76950  -0.007
12 H 0.34862 -0.71970 -2.65581  0.019
13 H 0.82724 -2.98990 0.52793  0.061
14 C 1.82144 2.35811 -0.77616  -0.078
15 H -3.27868 -0.44052 -0.15474  0.046
16 H 2.05577 -1.04875 1.64707  0.129
17 N 0.80581 0.38508 2.47520  0.057
18 Si -0.68846 -1.08257 -0.46122  0.727
19 C 0.99312 1.60150 -0.08099  -0.250
20 F 2.55455 1.67735 -1.68818  -0.005
21 C -2.23155 -0.02757 0.07183  -0.204
22 H -0.84047 -2.89309 1.22826  -0.005
23 C -0.29851 -2.82852 0.32315  -0.177
24 C 1.28325 -0.21044 1.49786  -0.213
25 H 1.79431 -0.34224 -0.60428  0.093
26 H -0.76761 -3.54920 -0.34724  0.014

Output
relative energy (zero: lowest compared OMol25 entry of this formula, charge and spin) = 55.9 kcal/mol
net charge = 0
SMILES = C[Si](C)(C)[C@@H]1C=NC=C/C1=C/F
HOMO = -8.3 eV
energy = -21643.05435 eV



No. 10
DFT (wB97M-V/def2-TZVPD) results for C19H15F5N3ORuS3 as an isolated structure.

Each line ends with the Löwdin charge.
CARTESIAN COORDINATES (ANGSTROEM)
1 C -3.00033 -4.63414 1.45783  -0.061
2 C 5.31549 -4.11890 1.05234  -0.056
3 H 3.26317 -4.73650 0.92271  0.105
4 H 0.74382 -5.57792 1.59145  0.116
5 H 6.37235 -0.89812 1.15836  0.112
6 C -0.12797 5.33078 -0.69159  -0.107
7 N -0.71665 -4.55125 0.48807  -0.103
8 C -1.48986 5.07415 -0.67238  -0.127
9 C -1.03594 2.70234 -0.46683  -0.503
10 S -1.14088 -1.99745 0.13681  0.706
11 F -2.34764 6.07698 -0.75263  0.167
12 C 0.32882 3.00186 -0.49497  -0.257
13 C -0.09086 -3.39129 0.49569  -0.591
14 H 7.25082 -3.20719 1.17975  0.113
15 F 0.30269 6.56945 -0.79167  0.184
16 H -0.71248 -6.48397 1.21463  0.123
17 H -0.02343 -6.61043 -1.20246  0.080
18 C 0.70237 -6.36898 -0.42420  -0.060
19 C 4.32742 -1.51931 1.03019  -0.010
20 C 3.95130 -3.90391 0.97237  -0.012
21 H 5.70357 -5.12865 1.06602  0.112
22 S -1.65970 1.08691 -0.41345  0.777
23 Ru -0.02429 -0.11040 0.66805  0.766
24 S 0.19252 1.37942 2.48223  0.650
25 C 3.45327 -2.60285 0.96016  -0.144
26 H -2.46499 -4.00884 -0.55379  0.082
27 C -0.39766 -0.02190 3.23515  -0.809
28 N 1.21620 -3.41118 0.73649  0.140
29 H 3.93415 -0.51310 1.02546  0.115
30 C 0.78981 4.28903 -0.60723  -0.133
31 C 5.69218 -1.73770 1.10650  -0.055
32 N -0.80396 -1.03428 3.62486  0.111
33 F -3.23455 3.54215 -0.54479  0.127
34 H -2.93719 -3.64080 1.90325  0.066
35 F 2.08675 4.54767 -0.64269  0.162
36 C 6.18373 -3.03684 1.11794  -0.054
37 O 1.63908 -1.13126 0.95317  -0.218
38 C -2.15405 -4.72815 0.19997  -0.236
39 H -2.24092 -5.71139 -0.26026  0.126
40 C -1.93163 3.77321 -0.56577  -0.227
41 H -4.04255 -4.83774 1.21326  0.089
42 C 0.02678 -5.79544 0.80753  -0.180
43 H 1.22932 -7.28636 -0.15952  0.087
44 H 1.42401 -5.65923 -0.82947  0.071
45 C 1.99886 -2.37184 0.86917  -0.364
46 H -2.67797 -5.36272 2.20295  0.083
47 F 1.24007 2.01957 -0.43625  0.037

Output
relative energy (zero: lowest compared OMol25 entry of this formula, charge and spin) = 3.5 kcal/mol
expectation value of S² = 6.03
net charge = +1
HOMO (spin up / spin down) = -12.2 / -12.1 eV
energy = -75131.03344 eV
multiplicity = 5